(1)
# C17H18N4O3S

C17H18N4O3S as an isolated structure (the ωB97M-V functional and the def2-TZVPD basis, the OMol25 dataset).

Summary:
HOMO   -8.74 eV
Total charge   0
Energy above the lowest of the compared OMol25 structures with the same formula, charge and spin   448.4 kcal/mol
Lowest unoccupied orbital energy   -1.1 eV
Multiplicity   1
Gap between HOMO and LUMO   7.614 eV

Geometry as XYZ:
```
43
C17H18N4O3S (the ωB97M-V functional and the def2-TZVPD basis)
O 2.312 0.310 4.560
C 2.032 -0.566 3.590
N 2.387 -1.857 3.721
C 2.424 -2.940 2.749
H 1.865 -2.771 1.850
C 3.920 -3.259 2.274
C 4.924 -3.582 3.457
C 4.769 -2.717 4.426
C 3.375 -2.374 4.948
H 3.420 -1.417 5.568
H 2.808 -3.152 5.578
H 5.360 -3.044 5.385
H 5.368 -1.786 3.857
H 5.663 -3.864 3.047
H 4.364 -4.741 3.804
H 3.797 -4.006 1.613
H 4.351 -2.344 1.657
H 2.082 -3.763 3.341
C 1.120 -0.278 2.441
H 1.756 -0.424 1.641
H 1.096 0.713 2.516
S -0.345 -1.002 2.738
C -1.143 -0.416 1.162
N -0.289 0.447 0.446
N -0.979 0.597 -0.776
C -2.102 0.620 -1.216
C -2.734 -0.237 -0.516
C -2.544 -0.813 0.785
H -2.865 -1.382 1.457
H -3.857 -0.395 -0.766
C -2.575 1.210 -2.368
C -1.492 1.473 -3.383
C -1.945 2.256 -4.514
C -3.117 2.507 -4.825
C -4.107 2.193 -3.825
C -3.990 1.611 -2.558
H -4.606 1.190 -1.986
H -5.188 2.679 -3.881
H -3.528 3.026 -5.649
N -0.938 2.603 -5.316
O 0.291 2.389 -5.351
O -1.221 3.351 -6.247
H -0.376 1.372 -3.102
```

(2)
# C17H18N6O3

An isolated molecule of C17H18N6O3 (the ωB97M-V functional and the def2-TZVPD basis, the OMol25 dataset).

Summary:
HOMO   -8.52 eV
SMILES   Cc1cccc(NC(=O)Cn2nnc(C(=O)NCc3ccco3)c2N)c1
Total charge   0
Energy above the lowest of the compared OMol25 structures with the same formula, charge and spin   0.0 kcal/mol
Lowest unoccupied orbital energy   0.7 eV
Multiplicity   1
Gap between HOMO and LUMO   9.191 eV

Geometry as XYZ:
```
44
C17H18N6O3 (the ωB97M-V functional and the def2-TZVPD basis)
C -1.637 -0.845 4.971
C -0.533 -1.630 4.331
C 0.500 -2.151 5.104
C 1.513 -2.886 4.518
C 1.521 -3.120 3.154
C 0.494 -2.606 2.373
N 0.417 -2.803 0.988
C 1.311 -3.383 0.165
O 2.375 -3.879 0.462
C 0.816 -3.384 -1.302
N 0.342 -2.096 -1.710
N -0.824 -1.599 -1.223
N -1.014 -0.435 -1.702
C 0.010 -0.109 -2.517
C 0.200 1.149 -3.234
O 1.208 1.356 -3.900
N -0.815 2.025 -3.100
C -0.780 3.357 -3.664
C -0.907 4.403 -2.606
C -1.958 5.193 -2.241
C -1.509 5.971 -1.147
C -0.222 5.590 -0.926
O 0.150 4.644 -1.801
C 0.915 -1.181 -2.523
N 2.046 -1.319 -3.245
C -0.526 -1.865 2.966
H -1.230 -0.096 5.649
H -2.247 -0.347 4.223
H -2.278 -1.507 5.553
H 0.505 -1.976 6.170
H 2.310 -3.285 5.127
H 2.312 -3.691 2.697
H -0.402 -2.388 0.540
H 1.633 -3.703 -1.951
H -0.005 -4.103 -1.382
H -1.583 1.764 -2.499
H -1.590 3.481 -4.390
H 0.186 3.441 -4.173
H -2.926 5.223 -2.698
H -2.067 6.706 -0.605
H 0.506 5.906 -0.205
H 2.785 -1.905 -2.893
H 2.317 -0.451 -3.697
H -1.318 -1.467 2.346
```

(3)
# C17H18NO3STi

C17H18NO3STi as an isolated structure (the ωB97M-V functional and the def2-TZVPD basis, the OMol25 dataset).

Summary:
HOMO (alpha / beta)   -18.40 / -18.41 eV
Total charge   +3
Lowest unoccupied orbital energy (alpha / beta)   -14.8 / -14.8 eV
Multiplicity   1
Gap between HOMO and LUMO (alpha / beta)   3.590 / 3.627 eV

Geometry as XYZ:
```
41
C17H18NO3STi (the ωB97M-V functional and the def2-TZVPD basis)
Ti -0.019 0.054 0.138
C -3.620 2.869 -1.341
C -2.592 1.811 -1.832
C -2.010 2.190 -3.191
C -1.567 1.667 -0.748
C -1.975 1.229 0.559
C -1.159 1.425 1.686
C 0.169 1.922 1.557
C 0.991 2.216 2.766
C 0.633 2.229 0.240
C -0.227 2.123 -0.882
H -4.335 3.022 -2.147
H -3.135 3.822 -1.124
H -4.180 2.546 -0.464
H -3.145 0.868 -1.931
H -1.566 3.188 -3.178
H -2.815 2.222 -3.923
H -1.273 1.464 -3.544
H -3.011 0.939 0.711
H -1.564 1.254 2.678
H 1.429 1.313 3.203
H 0.352 2.652 3.537
H 1.797 2.914 2.545
H 1.588 2.737 0.129
H 0.086 2.585 -1.813
O 2.185 -4.579 1.903
S 1.529 -4.093 3.460
O 0.394 -4.902 3.668
N 0.839 -2.567 2.889
C 0.826 -2.186 1.709
O 0.016 -1.127 1.303
C 1.623 -2.680 0.598
C 1.743 -2.008 -0.635
C 2.470 -2.517 -1.679
C 3.125 -3.745 -1.481
C 3.054 -4.422 -0.285
C 2.296 -3.905 0.781
H 1.216 -1.001 -0.799
H 2.563 -2.006 -2.628
H 3.704 -4.159 -2.296
H 3.567 -5.364 -0.136
```

(4)
# C17H19AsMnN4O7S3

C17H19AsMnN4O7S3 as an isolated structure (the ωB97M-V functional and the def2-TZVPD basis, the OMol25 dataset).

Summary:
HOMO (alpha / beta)   -14.23 / -14.21 eV
Total charge   +2
Lowest unoccupied orbital energy (alpha / beta)   -7.7 / -7.7 eV
Multiplicity   2
Gap between HOMO and LUMO (alpha / beta)   6.500 / 6.514 eV

Geometry as XYZ:
```
52
C17H19AsMnN4O7S3 (the ωB97M-V functional and the def2-TZVPD basis)
Mn 0.008 0.581 1.391
C -1.682 6.003 0.617
S -2.531 4.555 -0.022
C -1.467 3.279 0.408
S -0.032 3.587 1.186
N -2.051 2.071 -0.037
N -1.582 0.999 0.412
C -2.222 -0.183 -0.033
C -1.839 -1.338 0.564
C -2.324 -2.664 0.299
C -2.170 -3.728 1.118
C -1.457 -3.896 2.380
C -0.402 -3.199 2.817
N -0.956 -1.126 1.668
H -2.306 6.848 0.335
H -0.699 6.114 0.159
H -1.601 5.966 1.702
H -2.987 -0.079 -0.790
H -2.923 -2.788 -0.594
H -2.688 -4.628 0.804
H -1.797 -4.735 2.975
H 0.085 -3.479 3.743
N 1.294 -0.375 4.932
C 0.770 -0.264 3.725
O -0.100 0.580 3.427
C 1.260 -1.201 2.627
C 0.134 -2.067 2.000
H 0.988 0.245 5.669
H 2.006 -1.055 5.142
H 2.088 -1.822 2.969
H 1.750 -0.585 1.837
H -1.530 -0.984 2.502
H 0.511 -2.459 1.051
O 3.221 -1.283 -0.844
As 1.631 -1.353 -1.482
O 0.781 -2.586 -0.929
O 0.958 0.238 -0.768
C 1.430 -0.697 -3.256
C 1.362 -1.443 -4.418
C 1.065 -0.776 -5.604
C 0.823 0.591 -5.612
C 0.883 1.337 -4.436
C 1.188 0.670 -3.270
S 1.432 1.465 -1.711
O 2.835 1.603 -1.491
O 0.534 2.552 -1.529
O 0.817 2.332 1.396
H 3.677 -0.463 -1.109
H 1.524 -2.512 -4.416
H 1.013 -1.335 -6.528
H 0.583 1.086 -6.542
H 0.696 2.403 -4.435
```

(5)
# C17H19BCuNO2Se2

C17H19BCuNO2Se2 as an isolated structure (the ωB97M-V functional and the def2-TZVPD basis, the OMol25 dataset).

Summary:
HOMO   -7.51 eV
Total charge   0
Energy above the lowest of the compared OMol25 structures with the same formula, charge and spin   1.3 kcal/mol
Lowest unoccupied orbital energy   -0.2 eV
Multiplicity   1
Gap between HOMO and LUMO   7.305 eV

Geometry as XYZ:
```
43
C17H19BCuNO2Se2 (the ωB97M-V functional and the def2-TZVPD basis)
Cu -0.049 -1.028 -0.866
C 0.754 -1.185 2.790
Se -0.977 -0.470 2.285
C -0.492 1.416 2.333
C 0.396 1.863 1.179
Se -0.695 2.268 -0.384
C 0.769 2.753 -1.561
H 1.003 -0.888 3.806
H 1.515 -0.860 2.084
H 0.681 -2.268 2.728
H -0.018 1.614 3.294
H -1.443 1.951 2.332
H 1.095 1.078 0.887
H 0.963 2.755 1.444
H 1.326 3.581 -1.127
H 0.333 3.074 -2.504
H 1.418 1.897 -1.725
O 2.797 -1.734 0.003
B 1.943 -0.948 -0.814
O 2.767 -0.034 -1.523
C 4.062 -0.284 -1.153
C 5.216 0.337 -1.573
C 6.414 -0.120 -1.021
C 6.432 -1.156 -0.094
C 5.253 -1.777 0.322
C 4.080 -1.314 -0.230
H 5.191 1.140 -2.297
H 7.346 0.339 -1.323
H 7.378 -1.489 0.313
H 5.254 -2.584 1.041
N -1.907 -1.215 -1.204
C -3.032 -1.052 -1.065
C -4.433 -0.810 -0.848
C -5.184 -1.721 -0.110
C -6.524 -1.460 0.116
C -7.101 -0.303 -0.390
C -6.346 0.602 -1.123
C -5.004 0.354 -1.357
H -4.715 -2.613 0.283
H -7.118 -2.158 0.689
H -8.149 -0.102 -0.208
H -6.800 1.504 -1.510
H -4.396 1.051 -1.917
```

(6)
# C17H19BN6O2Os

C17H19BN6O2Os as an isolated structure (the ωB97M-V functional and the def2-TZVPD basis, the OMol25 dataset).

Summary:
HOMO (alpha / beta)   -14.31 / -14.49 eV
Total charge   +2
Energy above the lowest of the compared OMol25 structures with the same formula, charge and spin   57.9 kcal/mol
Lowest unoccupied orbital energy (alpha / beta)   -7.4 / -10.1 eV
Multiplicity   5
Gap between HOMO and LUMO (alpha / beta)   6.933 / 4.400 eV

Geometry as XYZ:
```
46
C17H19BN6O2Os (the ωB97M-V functional and the def2-TZVPD basis)
H 1.416 3.522 0.266
N 0.987 1.890 -1.026
B 0.006 0.543 -3.052
N 0.519 1.840 -2.359
C 0.786 3.026 -2.926
Os 2.214 0.754 -0.036
H 0.626 3.154 -3.993
C 1.223 3.917 -1.956
H 1.445 4.966 -2.085
C 1.256 3.222 -0.760
H 0.135 0.678 -4.247
C -2.236 -2.889 2.469
H -1.584 -3.167 3.302
H -1.793 -2.039 1.942
H -2.300 -3.736 1.780
N -1.578 0.154 -3.010
N 1.064 -0.522 -2.579
N -2.384 0.026 -1.894
N 1.602 -0.632 -1.276
C -2.341 -0.123 -4.119
C 1.745 -1.375 -3.364
H -1.937 -0.050 -5.114
H 1.610 -1.336 -4.447
C -3.625 -0.487 -3.693
C 2.564 -2.191 -2.584
C -3.593 -0.395 -2.286
C 2.375 -1.787 -1.259
H -4.450 -0.782 -4.301
H 3.208 -2.981 -2.926
H -4.417 -0.640 -1.609
H 2.679 -2.218 -0.318
H -3.181 -2.643 2.823
O 1.306 0.435 1.767
C 2.448 0.690 2.320
O 3.341 1.199 1.498
C 2.804 0.361 3.683
C 4.135 0.007 3.949
C 4.517 -0.280 5.254
C 3.591 -0.126 6.292
C 2.275 0.285 6.038
C 1.870 0.518 4.726
H 4.850 -0.032 3.126
H 5.522 -0.659 5.468
H 3.904 -0.354 7.307
H 1.566 0.390 6.865
H 0.862 0.855 4.495
```

(7)
# C17H19ClKN3O5S

C17H19ClKN3O5S as an isolated structure (the ωB97M-V functional and the def2-TZVPD basis, the OMol25 dataset).

Summary:
HOMO (alpha / beta)   -1.66 / 0.33 eV
Total charge   -2
Lowest unoccupied orbital energy (alpha / beta)   4.4 / 4.4 eV
Multiplicity   1
Gap between HOMO and LUMO (alpha / beta)   6.047 / 4.055 eV

Geometry as XYZ:
```
47
C17H19ClKN3O5S (the ωB97M-V functional and the def2-TZVPD basis)
K -0.068 0.262 -0.479
O 2.110 -3.280 -0.722
Cl 1.432 -2.126 -1.209
O 1.560 -2.057 -2.620
O 0.058 -2.187 -0.846
O 2.001 -0.955 -0.616
C 4.222 -3.346 3.189
C 4.168 -2.555 1.886
C 3.669 -1.133 2.122
N 2.330 -1.177 2.671
C 1.604 -0.085 3.012
S -0.059 -0.230 3.112
N 2.178 1.092 3.346
C 3.460 1.434 3.846
O 3.949 2.516 3.478
C 4.040 0.587 4.849
C 3.349 -0.449 5.524
C 3.952 -1.143 6.542
C 5.257 -0.858 6.942
C 5.945 0.176 6.304
C 5.354 0.884 5.291
H 4.530 -4.374 3.002
H 3.243 -3.356 3.660
H 4.925 -2.888 3.884
H 3.514 -3.050 1.164
H 5.166 -2.502 1.443
H 3.665 -0.583 1.171
H 4.322 -0.617 2.833
H 1.751 -1.888 2.245
H 1.567 1.892 3.227
H 2.327 -0.675 5.258
H 3.403 -1.926 7.054
H 5.722 -1.413 7.747
H 6.954 0.419 6.619
H 5.870 1.695 4.797
N -1.277 2.214 -1.132
C -2.486 2.449 -1.463
C -3.492 1.415 -1.505
C -4.770 1.650 -1.929
C -5.185 2.920 -2.328
C -4.261 3.960 -2.255
C -2.976 3.755 -1.836
H -3.184 0.421 -1.186
H -5.480 0.825 -1.954
H -6.196 3.099 -2.677
H -4.567 4.966 -2.538
H -2.282 4.586 -1.778
```

(8)
# C17H19ClN4O2

C17H19ClN4O2 as an isolated structure (the ωB97M-V functional and the def2-TZVPD basis, the OMol25 dataset).

Summary:
HOMO   -8.83 eV
Total charge   0
Energy above the lowest of the compared OMol25 structures with the same formula, charge and spin   432.9 kcal/mol
Lowest unoccupied orbital energy   0.2 eV
Multiplicity   1
Gap between HOMO and LUMO   9.057 eV

Geometry as XYZ:
```
43
C17H19ClN4O2 (the ωB97M-V functional and the def2-TZVPD basis)
C -0.917 5.508 -0.554
H -1.378 6.202 -1.236
H -1.205 5.482 0.373
H 0.136 5.592 -0.678
C -1.521 4.204 -1.344
N -0.911 3.193 -0.339
C 0.256 2.627 -0.291
C 0.378 1.548 0.463
C -0.870 1.740 1.107
N -1.661 2.619 0.602
H -1.093 1.158 2.059
C 1.460 0.631 0.834
N 1.046 -0.122 1.879
O 2.327 -1.110 2.111
C 2.908 -1.110 0.674
H 3.974 -1.168 1.100
C 2.396 0.234 0.175
H 2.321 0.134 -0.860
H 3.410 0.839 0.200
C 2.413 -2.234 0.054
O 2.587 -2.277 -1.350
N 1.735 -3.038 0.769
H 1.552 -2.955 1.659
C 0.788 -4.012 0.141
C -0.547 -3.703 -0.143
C -1.051 -2.381 -0.095
C -2.533 -1.817 0.030
C -3.198 -2.866 0.328
C -3.046 -4.022 0.630
C -1.767 -4.549 0.476
H -1.373 -5.625 0.507
H -3.825 -4.801 0.639
Cl -4.949 -2.291 0.542
H -2.716 -0.763 -0.123
H -0.333 -1.527 -0.347
H 1.035 -5.164 0.458
H 1.027 -4.153 -1.249
C 1.409 2.834 -1.191
H 1.265 3.792 -1.887
H 2.533 2.898 -0.908
H 1.296 2.027 -2.088
H -2.327 4.258 -0.923
H -1.030 4.169 -2.203
```

Q: Which formula does entry 8 have?
A: C17H19ClN4O2

Q: Among the records above, which one has the highest multiplicity?
A: C17H19BN6O2Os

Q: Among the records above, which one has the lowest total charge?
A: C17H19ClKN3O5S

Q: Look up the total charge of the sixth one.
A: +2